Record 1
C6H7N in the gas phase, computed with ωB97M-V/def2-TZVPD.

Results
relative energy (zero: lowest compared OMol25 entry of this formula, charge and spin): 641.5 kJ/mol
highest occupied orbital energy: -8.84 eV
gap between HOMO and LUMO: 9.08 eV
SMILES: C#C[C@@H]1C=CCN1

Structure (XYZ):
```
14
Properties=species:S:1:pos:R:3:forces:R:3:mulliken_charge:R:1
C -2.98051 0.08627 -0.26738 6.4 -1.8 -3.1 -0.4689
C -1.63104 0.06454 -0.22559 -9.1 0.6 0.1 -0.2811
C -0.41194 0.14768 0.53462 2.8 0.1 0.1 0.4727
C 0.61736 1.26788 0.14823 4.1 -0.3 0.6 -0.5318
C 1.85818 0.69287 -0.27694 -4.5 0.7 0.2 -0.1824
C 1.62202 -0.75577 -0.36098 0.3 -3.1 1.2 -0.4146
N 0.39767 -1.13519 0.53518 7.7 8.0 2.3 -0.5318
H -3.76138 -0.30495 -1.09838 1.8 1.3 2.5 0.2475
H -0.70890 0.07021 1.55166 -0.6 1.4 1.1 0.2511
H 0.61172 2.33566 0.52684 -0.7 -1.4 -0.9 0.3039
H 2.83267 0.97962 -0.73332 -1.1 0.8 0.9 0.3281
H 1.36059 -1.16392 -1.29954 -0.2 0.2 -1.8 0.2674
H 2.63415 -1.29741 -0.21734 -1.7 0.4 0.9 0.2840
H -0.19690 -1.69372 0.21203 -5.2 -6.8 -4.0 0.2559
```
Positions in Å, forces in eV/Å.

Record 2
A molecular structure, C13H19N4O3ReS5Sb, computed with ωB97M-V/def2-TZVPD.

Results
relative energy (zero: lowest compared OMol25 entry of this formula, charge and spin): 0.0 kJ/mol
highest occupied orbital energy (alpha / beta): -7.73 / -7.92 eV
gap between HOMO and LUMO (alpha / beta): 7.51 / 6.61 eV
multiplicity: 4
expectation value of S²: 3.7760

Structure (XYZ):
```
46
Properties=species:S:1:pos:R:3:forces:R:3:mulliken_charge:R:1
Re -0.91147 -0.14081 -0.84575 -0.1 0.0 -0.1 0.6465
C -2.37187 -1.92735 1.07164 0.1 0.0 0.0 -0.9133
C -3.50363 -1.13317 0.39212 0.0 0.0 -0.1 -0.4721
N -3.00255 0.07806 -0.31466 0.0 0.0 0.0 0.2931
C -3.28169 1.34684 0.41766 -0.1 0.0 0.0 -0.5277
C -2.10893 2.31432 0.37836 0.2 0.0 0.0 -0.9962
N -0.81603 1.60136 0.51035 0.0 0.0 -0.1 -0.1641
C -0.42268 1.14589 1.85975 0.0 0.1 0.0 -0.7104
C -1.12890 -0.14439 2.24962 0.0 -0.1 0.0 -0.7970
N -1.13310 -1.12217 1.13525 0.1 0.0 0.0 -0.2365
H -2.13684 -2.80834 0.47872 0.0 0.0 0.0 0.4738
H -2.66122 -2.25163 2.07469 0.0 0.0 0.0 0.4680
H -4.27019 -0.82976 1.10662 0.0 0.0 0.0 0.3940
H -3.98394 -1.75772 -0.36148 0.0 0.0 0.0 0.2849
H -3.52469 0.10132 -1.22857 0.0 0.0 0.1 -0.1982
H -3.54135 1.09867 1.44573 0.0 0.0 0.0 0.3434
H -4.16023 1.82266 -0.02315 0.0 0.0 0.0 0.4637
H -2.21387 3.07130 1.16109 0.0 0.0 0.0 0.4201
H -2.07256 2.81453 -0.58774 0.0 0.0 0.0 0.4420
H -0.06093 2.18581 0.14319 0.0 0.0 0.0 0.4189
H -0.61839 1.92361 2.60395 0.0 0.0 0.0 0.4919
H 0.65658 0.98705 1.82230 0.0 0.0 0.0 0.2660
H -2.16256 0.04694 2.53275 0.0 0.0 0.0 0.3950
H -0.63858 -0.57848 3.12412 0.0 0.0 0.0 0.4950
H -0.30808 -1.73031 1.19060 0.0 0.0 0.0 0.4926
S -4.48433 -0.25758 -3.08461 0.0 0.0 0.1 -0.6035
Sb -2.34822 -0.61775 -3.77629 -0.1 0.0 0.1 0.8248
S -1.10114 1.21725 -2.70694 0.1 0.1 0.0 -0.4026
S -1.30479 -2.06286 -2.08294 0.0 -0.1 0.0 -0.4474
S -1.81075 -1.11183 -5.86363 0.1 0.0 -0.1 -0.5522
O 1.42360 -2.09305 0.59334 -0.1 0.0 0.1 -0.7764
C 1.91213 -1.15520 -0.01931 0.0 0.1 -0.3 0.7337
N 1.20438 -0.25568 -0.78442 0.2 -0.1 0.3 -0.1571
S 2.17183 0.99173 -1.33582 -0.2 -0.2 0.0 1.0872
O 1.78173 2.19271 -0.62816 0.0 0.1 0.0 -0.7662
O 2.26294 1.02805 -2.75636 0.0 0.1 0.0 -0.6234
C 3.64803 0.33907 -0.65706 0.2 0.1 0.0 0.3702
C 4.92585 0.85232 -0.76602 0.0 -0.1 0.1 -0.8042
C 5.94180 0.12421 -0.16050 0.0 0.0 0.0 -0.4921
C 5.67463 -1.06620 0.51549 0.0 0.0 0.0 -0.5331
C 4.38080 -1.56161 0.60545 0.0 0.0 0.0 -0.5626
C 3.37013 -0.83386 0.00356 -0.1 0.0 0.0 0.1504
H 5.12646 1.76892 -1.30234 0.0 0.0 0.0 0.4734
H 6.96007 0.48482 -0.21888 0.0 0.0 0.0 0.3999
H 6.48987 -1.61175 0.97044 0.0 0.0 0.0 0.3965
H 4.15268 -2.48596 1.11785 0.0 0.0 0.0 0.5113
```
Positions in Å, forces in eV/Å.

Record 3
A molecular structure, C41H49N4O6PSeTc, computed with ωB97M-V/def2-TZVPD.

Results
highest occupied orbital energy (alpha / beta): -13.16 / -13.43 eV
gap between HOMO and LUMO (alpha / beta): 7.20 / 6.26 eV
multiplicity: 4
total charge: +2
expectation value of S²: 3.7914

Structure (XYZ):
```
103
Properties=species:S:1:pos:R:3:forces:R:3:mulliken_charge:R:1
Tc -1.62105 0.25562 0.91917 0.3 1.1 0.7 1.1924
C -0.07237 3.01646 3.74730 -0.2 -0.1 -0.1 -1.5626
C -1.26565 2.07797 3.57975 0.9 -0.6 1.1 1.4302
C -2.32523 2.28680 4.65434 -0.1 0.0 -0.2 -1.6735
O -1.80173 2.25709 2.25753 -0.4 -0.5 -0.9 -0.5778
C -0.76738 0.58896 3.73387 0.0 2.9 1.8 0.3703
O -0.21924 0.25411 4.74789 -0.1 -0.4 -0.5 -0.5890
O -1.02984 -0.15927 2.72667 -0.5 -1.9 -2.5 0.1745
H -0.41470 4.05053 3.77486 0.0 0.0 0.0 0.4779
H 0.62469 2.90194 2.91646 0.0 0.0 0.0 0.1306
H 0.44433 2.78844 4.67417 0.0 0.0 0.1 0.3994
H -2.74122 3.29341 4.60529 0.0 0.1 0.0 0.5675
H -1.86183 2.15415 5.62794 0.1 0.0 0.0 0.4379
H -3.12841 1.55683 4.56051 0.0 0.1 0.0 0.2701
H -2.63556 2.73927 2.33938 -0.1 -0.1 -0.1 0.3304
O -4.03278 -0.17201 3.45773 -0.1 -0.2 -0.1 -0.5528
C -3.99612 -0.65655 2.35770 -0.4 -0.1 0.2 0.2480
C -4.30364 -2.04799 1.97897 -0.2 -0.6 0.3 0.5514
C -5.48214 -2.60264 2.47396 0.2 0.0 0.0 -0.8625
C -5.91735 -3.82883 2.00399 0.0 0.0 0.0 -0.8616
C -5.17659 -4.51141 1.05089 0.1 0.0 0.0 -0.8030
C -3.96976 -3.99767 0.60291 0.1 0.1 0.0 -1.0837
C -3.52177 -2.75823 1.05684 0.0 0.4 0.2 -0.1876
P -1.84542 -2.15266 0.66184 -0.3 -1.5 0.3 2.5417
C -1.55875 -2.96399 -0.94383 0.1 0.5 0.0 0.3514
C -2.40772 -2.56331 -1.97663 0.1 0.0 0.2 -0.7687
C -2.35815 -3.19830 -3.20382 -0.1 0.1 0.0 -0.7764
C -1.45897 -4.23518 -3.41111 0.0 0.0 0.1 -0.7016
C -0.63447 -4.65026 -2.37891 0.0 0.0 0.0 -0.9032
C -0.67474 -4.01822 -1.14477 0.0 0.2 0.3 -0.4592
C -0.77679 -2.89581 1.93291 0.1 0.3 -0.2 0.5284
C -1.30470 -3.41538 3.11382 -0.1 0.1 -0.2 -0.7592
C -0.45371 -3.78354 4.14321 0.0 0.0 0.0 -0.8234
C 0.91669 -3.62924 4.01460 -0.1 0.1 0.0 -0.7924
C 1.44442 -3.10633 2.84265 0.0 0.0 -0.1 -0.6555
C 0.60528 -2.73446 1.80957 -0.1 0.0 -0.2 -0.0573
H -6.04372 -2.05887 3.21727 -0.1 0.1 0.0 0.5537
H -6.83511 -4.25467 2.37626 -0.1 0.0 0.0 0.4393
H -5.53227 -5.45331 0.66165 0.0 -0.1 0.0 0.4778
H -3.37804 -4.56248 -0.10269 0.0 -0.1 0.0 0.5436
H -3.12491 -1.77336 -1.77602 -0.1 0.0 -0.1 0.9609
H -3.04017 -2.91337 -3.98987 -0.1 0.1 -0.1 0.5459
H -1.41884 -4.73021 -4.36854 0.0 -0.1 -0.1 0.4716
H 0.02467 -5.49037 -2.52485 0.1 -0.1 0.0 0.5018
H -0.04925 -4.35965 -0.33229 0.1 0.0 0.0 0.5729
H -2.37356 -3.51976 3.23930 0.0 0.0 0.0 0.3941
H -0.87137 -4.17047 5.05936 0.0 -0.1 0.1 0.4732
H 1.56918 -3.89661 4.83215 0.0 0.0 0.0 0.4280
H 2.50947 -2.96379 2.74788 0.1 0.0 0.0 0.5072
H 1.01408 -2.30049 0.90331 0.1 0.0 0.0 0.1321
N -4.63425 0.71326 0.51542 -1.5 0.3 -0.3 -0.7004
C -3.72726 0.14828 1.12150 1.5 0.2 0.2 0.7592
H -4.52046 1.25295 -0.33385 0.6 0.0 0.0 0.4030
N -1.47069 1.23523 -4.49048 0.1 -0.1 -0.2 -0.7249
C -1.49395 0.43541 -3.28168 -0.1 0.2 0.1 0.9051
C -2.11500 1.28258 -2.17694 0.0 0.3 -0.8 0.0194
O -2.70073 2.37923 -2.58471 0.0 -0.4 0.7 -0.4620
O -2.09205 0.97094 -0.99116 -0.3 0.1 0.1 -1.0450
H -1.70745 0.70431 -5.31729 0.0 0.0 0.0 0.2423
H -0.57731 1.68719 -4.64523 0.0 0.0 0.0 0.1575
H -2.60825 2.42310 -3.57654 0.3 -0.3 0.2 0.4825
H -0.52308 0.05224 -2.94262 -0.1 0.1 0.0 -0.3092
H -2.14858 -0.43154 -3.40221 0.1 0.1 0.0 0.2853
C 4.23162 3.34594 0.56703 -0.2 0.1 0.2 -1.0229
C 3.01507 4.11625 1.07055 0.0 0.0 -0.1 0.0544
C 2.21290 4.80815 -0.03685 -0.1 -0.3 0.1 -0.6470
C 1.14322 3.92902 -0.69550 -0.2 0.8 0.5 -1.1283
N 1.67872 2.80832 -1.43249 -0.1 -0.9 0.0 1.1022
C 1.56565 1.50355 -1.10847 -0.2 0.1 -0.1 -1.0086
Se 0.84962 0.85044 0.51290 0.4 -0.2 0.1 -0.2866
N 2.20024 0.75717 -2.03997 -0.4 0.6 0.5 2.0186
C 2.30520 -0.68534 -2.09203 0.2 -0.7 0.0 -0.2184
C 3.74873 -1.20693 -1.96223 -0.1 -0.1 0.2 -0.9826
C 4.13369 -1.65113 -0.54946 0.1 0.2 -0.2 -0.5199
C 4.34777 -0.48929 0.41210 -0.1 -0.2 -0.1 -0.7666
C 2.73403 1.60532 -2.99189 0.0 0.9 -0.2 0.4927
C 3.46911 1.36073 -4.14713 0.0 0.0 0.0 -0.9859
C 3.89964 2.46091 -4.86229 0.0 -0.1 0.0 -0.8344
C 3.59005 3.76393 -4.46302 -0.1 0.0 0.1 -0.8542
C 2.82727 4.01641 -3.34014 0.0 0.0 0.0 -1.0834
C 2.40673 2.91571 -2.59999 0.4 -0.6 -0.5 0.4183
H 4.73352 2.87186 1.40663 0.1 -0.1 0.0 0.4429
H 4.93577 4.01927 0.08322 0.1 0.0 -0.1 0.3603
H 3.95703 2.56609 -0.14033 0.0 -0.1 -0.1 -0.0119
H 3.36171 4.88046 1.76768 -0.1 0.0 0.1 0.4823
H 2.36406 3.43840 1.63029 0.0 0.1 0.1 -0.4215
H 2.90069 5.18238 -0.79533 0.0 0.1 0.0 0.3236
H 1.68830 5.66889 0.38236 0.0 0.0 -0.1 0.5158
H 0.55574 4.53468 -1.39286 0.0 -0.1 0.0 0.4559
H 0.47261 3.53080 0.07161 0.0 0.0 -0.2 0.3118
H 1.88612 -1.00973 -3.05091 0.0 0.1 0.1 0.4968
H 1.68148 -1.09274 -1.29115 0.0 0.1 -0.1 -0.4292
H 4.44121 -0.43020 -2.29046 0.1 0.0 -0.1 0.3765
H 3.86379 -2.05742 -2.63714 0.0 0.1 -0.1 0.4798
H 5.06301 -2.21773 -0.62405 0.0 -0.1 0.0 0.4427
H 3.37196 -2.33222 -0.16058 0.0 -0.1 0.0 0.1009
H 5.10784 0.18981 0.03094 0.1 0.1 0.0 0.3418
H 4.67850 -0.86240 1.37692 0.0 0.1 0.2 0.5092
H 3.42692 0.07266 0.57104 0.1 0.0 0.1 -0.0836
H 3.70757 0.35994 -4.46752 0.1 -0.1 0.0 0.5514
H 4.49277 2.31384 -5.75114 0.0 0.0 -0.1 0.4612
H 3.95806 4.59147 -5.04916 0.0 0.1 0.0 0.4604
H 2.58330 5.02672 -3.05597 0.0 0.1 0.1 0.5195
```
Positions in Å, forces in eV/Å.

Record 4
A molecular structure, C4H8O2, computed with ωB97M-V/def2-TZVPD.

Results
relative energy (zero: lowest compared OMol25 entry of this formula, charge and spin): 506.1 kJ/mol
highest occupied orbital energy: -8.39 eV
gap between HOMO and LUMO: 9.38 eV

Structure (XYZ):
```
14
Properties=species:S:1:pos:R:3:forces:R:3:mulliken_charge:R:1
C -1.01308 -1.43880 -0.31618 0.0 0.0 0.0 -1.0431
C -1.19931 -0.08437 0.31408 -0.3 -0.3 -0.1 0.0814
O -0.49975 0.18346 1.49598 0.1 0.0 0.0 -0.2783
C 0.11841 1.12639 0.62215 0.2 0.0 0.1 -0.4454
C 1.44891 0.60069 0.13062 -0.1 -0.2 0.2 -0.1642
O 1.91681 1.36408 -0.95445 0.0 0.3 0.0 -0.4878
H 0.03535 -1.67797 -0.50388 -0.2 0.0 0.0 0.2670
H -1.56183 -1.49221 -1.26150 0.1 0.0 0.1 0.3139
H -1.41456 -2.20145 0.35955 0.1 0.1 -0.1 0.3009
H -2.24322 0.23395 0.40552 0.1 0.0 0.0 0.4539
H -0.80824 0.85914 -0.37164 0.0 0.0 -0.1 0.2550
H 1.50591 -0.45319 -0.16543 -0.1 0.2 0.1 0.1487
H 2.08526 0.70701 1.02958 -0.1 0.0 -0.1 0.2387
H 1.62934 2.27326 -0.78439 0.1 -0.1 -0.1 0.3593
```
Positions in Å, forces in eV/Å.